C28H29N9O6OsS3 | ωB97M-V/def2-TZVPD

Relative energy (zero: lowest compared OMol25 entry of this formula, charge and spin) in kJ/mol: 216.9
Total energy in eV: -90168.447
E_LUMO (spin up / spin down) in eV: -2.358 / -5.448
Spin multiplicity: 5
E_HOMO (spin up / spin down) in eV: -7.09 / -7.10
Total charge: 0
Gap between HOMO and LUMO (spin up / spin down) in hartree: 0.174 / 0.061
Strongest force on any atom in hartree/bohr: 0.0673

XYZ file:
```
76
Properties=species:S:1:pos:R:3:forces:R:3:mulliken_spin:R:1
O -1.79351 -3.47956 8.92693 -0.127 -0.572 0.456 0.000
C -4.61071 -1.73336 -0.43557 0.016 0.344 -0.194 0.052
H -1.19111 1.76414 6.07313 -0.046 0.212 -0.021 0.001
H 1.03389 -2.20526 -1.33477 0.031 0.135 0.021 -0.018
H -4.49291 -0.82226 -3.14317 0.043 -0.072 -0.098 -0.006
H 3.51439 -2.37136 -1.36677 -0.092 -0.148 -0.027 -0.002
N -2.78571 -0.40726 -1.20217 0.263 0.480 -0.171 0.468
S -0.61651 -3.39486 8.09753 -0.267 2.251 -0.748 0.000
C -0.99461 -0.26886 4.14163 0.013 0.054 -1.370 0.016
C -4.91271 -0.16736 -2.38347 0.263 -0.169 0.343 0.048
O 8.72959 -3.41116 -0.14797 -0.051 0.446 0.113 0.212
N 7.96509 -0.69376 -0.92297 0.296 -0.573 -0.064 0.057
C 6.09429 0.74514 -0.78537 -0.285 -0.493 -0.081 0.005
H -1.30471 2.26194 -6.60277 -0.088 0.026 -0.120 0.007
C 1.24149 2.33574 -5.55207 0.083 0.020 -0.139 0.005
C -4.18451 -0.37806 -1.03957 -1.004 -0.219 0.156 -0.019
H -4.09501 1.70364 -0.43917 0.020 0.101 -0.019 -0.005
C -0.76741 -1.37596 2.01733 0.094 0.082 -0.268 -0.007
S -1.17211 2.39134 -1.12227 -0.127 -0.021 0.098 0.000
C 5.25699 -0.36896 -0.92747 1.273 0.220 0.084 0.005
H -4.08271 0.56234 0.90213 0.002 0.019 0.151 0.005
C -0.98011 -0.34126 5.58943 0.024 -0.064 2.067 -0.001
H -5.59671 0.89684 0.04183 -0.188 -0.038 0.047 0.001
H 1.21349 1.82814 -0.46047 -0.028 -0.147 -0.068 -0.008
H -0.58781 -2.26666 1.42663 -0.047 0.064 -0.015 -0.006
H -1.19561 1.30054 8.54253 0.003 0.158 -0.048 0.000
N -0.97411 -0.23046 1.33013 -0.207 0.267 0.462 -0.010
S 7.88469 -3.33796 -1.31367 0.158 -3.196 -0.001 -0.007
O -0.60521 -4.22216 6.91803 0.082 -0.603 -0.156 0.000
C -4.52341 0.77414 -0.06867 0.096 -0.316 -0.296 0.028
C 3.11519 0.89764 -0.67567 0.563 -0.530 -0.099 -0.023
H -1.42601 1.84674 3.91953 -0.024 0.075 0.043 -0.002
H -4.29691 1.24144 -5.18937 -0.044 -0.060 0.019 0.001
H -5.97011 -0.39526 -2.27647 -0.119 0.022 0.014 0.001
C -3.82261 2.20054 -5.39467 -0.053 -0.036 -0.045 -0.001
H -3.18991 2.14964 -2.87557 0.131 0.019 -0.001 -0.004
N -2.36301 2.22264 -3.45697 0.660 -0.145 -0.584 0.045
C -1.13461 2.26334 -2.81467 -1.316 0.536 0.895 0.133
C -1.29151 2.26044 -5.52677 0.391 0.016 0.141 0.041
C 3.02149 -1.43236 -1.17147 0.507 0.478 0.107 -0.024
N 0.98839 -0.18436 -0.88497 1.551 0.114 -0.078 0.046
C -1.09281 0.51034 7.81033 0.051 -0.568 0.212 -0.002
C -1.10041 0.75954 6.44833 0.007 -0.150 -0.879 0.008
N -0.01671 2.31164 -3.50507 0.989 -0.164 -0.787 0.012
C -1.21461 0.88554 2.04993 0.089 0.079 -0.297 0.043
H 1.81689 3.20844 -5.24557 -0.025 0.035 0.030 0.001
H -1.39251 1.79144 1.47853 -0.013 -0.156 0.079 -0.010
O 6.75429 -4.23126 -1.34817 0.187 0.501 0.023 0.115
C -0.76611 -1.43416 3.38903 -0.051 0.397 0.235 0.015
H -4.10431 -1.88406 0.51403 0.026 -0.031 0.119 -0.004
N 5.80419 -1.58956 -1.06687 0.393 -0.492 -0.098 0.048
N -0.96461 -0.72086 8.29253 -0.232 1.940 0.735 0.007
H -0.58901 -2.36016 3.91193 0.002 -0.149 0.068 0.001
H 1.83409 1.45794 -5.29667 -0.007 -0.053 0.015 0.001
C -0.05531 2.29804 -4.82727 -0.739 -0.047 0.159 0.018
C 7.09819 -1.65606 -1.05317 -1.005 2.845 0.197 0.276
H 8.17489 1.33094 -0.67787 0.001 0.067 0.009 0.001
C 1.64939 -1.33006 -1.14577 -0.258 -0.266 -0.030 0.036
N -0.83871 -1.57116 6.11543 -0.154 1.166 -2.345 0.005
H 1.08649 2.36494 -6.62647 0.073 -0.007 -0.069 0.000
H -3.78931 2.35004 -6.46847 0.016 0.006 -0.059 0.000
C 1.74299 0.90414 -0.65967 -0.205 0.313 0.133 0.049
H -5.68381 -1.75726 -0.27887 -0.222 -0.063 0.098 0.005
C 3.80539 -0.29316 -0.92897 -1.540 0.048 0.015 0.046
O 0.65479 -3.19616 8.75563 0.289 -0.559 0.403 0.000
C -0.84001 -1.66616 7.40413 0.346 -3.242 1.159 -0.002
H 5.70319 1.74294 -0.68847 -0.014 0.090 0.016 0.005
H -4.43641 2.98174 -4.94777 -0.044 0.031 0.004 0.000
O 8.51899 -3.06316 -2.58367 0.007 0.583 -0.267 0.269
C -2.45571 2.22564 -4.81197 0.064 -0.024 0.409 0.006
Os -1.11001 -0.11006 -0.75567 -0.467 -0.600 -0.059 2.020
H -4.82751 0.86564 -2.71347 0.003 0.158 -0.074 -0.001
H -4.33041 -2.54096 -1.10797 0.000 -0.075 -0.059 -0.003
C -1.22941 0.91164 3.42123 0.096 -0.440 0.313 -0.008
H 3.63629 1.81954 -0.47967 -0.010 0.116 0.048 -0.001
C 7.46059 0.52664 -0.78547 -0.107 -0.024 0.039 0.013
```
Forces are in eV/Å.